ORCA calculation (ωB97M-V/def2-TZVPD) on C15H35N6O10S3 as an isolated structure at a distorted geometry.

Computed properties:
* charge: -1
* E_HOMO: -6.1351 eV
* LUMO level: 1.65 eV
* gap between HOMO and LUMO: 7.78 eV

Cartesian coordinates (Å):
1 H -0.68682 5.97907 -1.11388
2 O 1.32845 3.83527 0.00979
3 C 6.13256 -2.06204 3.99542
4 H -2.05434 -3.32170 -3.07233
5 H -0.60583 -7.46905 -6.76455
6 H -0.57561 -2.35066 -2.86224
7 S -1.84991 3.64337 1.46586
8 C -0.14519 8.59049 -1.87005
9 N -1.96186 -6.47895 -5.51007
10 H -1.90686 6.41584 0.09900
11 C -2.72211 -1.14956 -0.88404
12 H -3.13587 -7.80645 -6.60339
13 H 0.75447 7.98481 -1.77284
14 C -2.44156 8.60667 -1.13520
15 H -2.76510 -6.26483 -7.41924
16 H -0.89850 -3.92789 -0.88010
17 O -2.51709 4.94894 1.83829
18 H -0.21708 6.90875 0.33241
19 H -2.31994 -3.61390 0.14953
20 S 2.61735 2.40734 2.20314
21 O 3.80955 2.90224 1.44588
22 O 0.30215 1.66749 0.52118
23 H 1.98208 0.19724 2.92675
24 C 3.81183 -2.00650 4.67378
25 C -2.17789 -5.81182 -4.34791
26 O -3.01810 -0.95120 0.27982
27 O -1.33068 -5.57301 -3.51195
28 C 5.20368 -3.88183 5.43476
29 O -1.93059 3.52025 -0.01966
30 H 3.02734 -2.52742 5.24534
31 H 3.75628 0.24445 2.32227
32 N 5.01053 -2.64356 4.70910
33 H -0.42293 8.66983 -2.92401
34 N -2.09535 0.21492 3.25821
35 O 3.59057 -0.96842 4.08367
36 H 7.02053 -2.68124 4.11497
37 H -3.20051 8.07062 -0.54439
38 C -1.00365 6.74948 -0.40838
39 H -2.10939 0.45487 1.15903
40 N -1.23714 7.99128 -1.13057
41 H -0.30402 -7.64178 -5.01615
42 C 2.70233 0.55665 2.15626
43 H -2.09881 -1.56376 -3.33406
44 H 2.34806 0.20621 1.15318
45 H 6.32811 -1.06082 4.38499
46 N -1.97595 -2.18843 -1.33181
47 C -2.30545 0.90216 2.17874
48 H -3.95530 2.42427 1.97954
49 H 5.97374 -3.73623 6.19652
50 H 5.52547 -4.66072 4.73880
51 H 4.27926 -4.19654 5.91856
52 H -0.84842 -2.64671 0.36004
53 O -2.69914 9.64702 -1.72024
54 C -3.02330 -6.72842 -6.46402
55 C -0.62347 -6.95637 -5.80387
56 H -3.22495 -5.49243 -4.22070
57 H -3.05023 -0.47348 -1.68916
58 H 0.06468 -6.10894 -5.82736
59 O 2.63642 2.95475 3.58938
60 C -1.66058 -2.36241 -2.73482
61 H -2.35965 0.77976 4.07516
62 H 0.04448 9.59516 -1.48409
63 H -2.88376 2.67288 3.40854
64 C -2.88327 2.35377 2.32585
65 S 0.82598 2.94155 1.10821
66 H 5.88258 -1.97986 2.93552
67 N -0.28758 3.72066 2.10811
68 H -3.96767 -6.31450 -6.11129
69 C -1.47705 -3.15668 -0.37321